# 1
{
  "formula": "H6O3",
  "method": "the ωB97M-V functional and the def2-TZVPD basis",
  "symbols": ["O", "H", "H", "O", "H", "H", "O", "H", "H"],
  "coordinates": [[-1.61065, 0.32644, -0.27259], [-0.68912, 0.48372, -0.15878], [-2.11333, 0.64284, 0.48659], [1.09349, 1.33096, 0.29433], [0.96951, 1.43250, 1.22150], [0.63056, 2.00761, -0.25293], [0.68672, -1.73591, -0.72781], [0.28344, -1.78722, 0.15240], [0.74938, -2.70095, -0.74271]],
  "forces_ev_per_a": [[-1.764, -0.368, -0.373], [1.216, 0.195, 0.500], [0.463, 0.041, -0.088], [-0.059, -0.057, -2.121], [-0.423, 0.727, 0.900], [0.532, -0.480, 1.242], [-0.304, -1.235, 1.088], [-0.207, 1.335, 0.073], [0.544, -0.158, -1.221]],
  "homo_energy_ev": -11.1,
  "orbital_gap_ev": 11.750,
  "e_tot_ev": -6239.400,
  "e_lumo_ev": 0.630,
  "de_lowest_kcal_mol": 19.7,
  "total_charge": 0
}

=====

# 2
{
  "formula": "C7H13INO7",
  "method": "the ωB97M-V functional and the def2-TZVPD basis",
  "symbols": ["C", "C", "O", "C", "O", "C", "O", "O", "C", "C", "C", "I", "H", "H", "H", "H", "H", "H", "H", "H", "H", "H", "H", "H", "H", "N", "O", "O", "O"],
  "coordinates": [[-1.02696, -1.87134, 0.51983], [0.39845, -2.38162, 0.37399], [0.91480, -1.92193, -0.87655], [1.31195, -2.01362, 1.52965], [1.11158, -0.69115, 1.99371], [2.00447, 0.22895, 1.62141], [3.09888, 0.02086, 1.14626], [1.49350, 1.45142, 1.86809], [1.22205, 2.22703, 0.69410], [0.40352, 1.47984, -0.36880], [1.19985, 1.32466, -1.65247], [-1.43040, 2.53612, -0.79749], [-1.71304, -2.68421, 0.73443], [-1.13974, -1.12169, 1.29382], [-1.34642, -1.43643, -0.42135], [0.38804, -3.47422, 0.35810], [1.67360, -2.46167, -1.09811], [1.07257, -2.67830, 2.35775], [2.34427, -2.21002, 1.25416], [0.67796, 3.09020, 1.04877], [2.16022, 2.56129, 0.25533], [0.06567, 0.51300, -0.01657], [1.47780, 2.28730, -2.06510], [0.62389, 0.77709, -2.39227], [2.07906, 0.71616, -1.43571], [-4.77252, 1.43101, -1.48299], [-4.73722, 0.30533, -0.94237], [-5.03830, 2.44591, -0.79916], [-4.51753, 1.55001, -2.70048]],
  "forces_ev_per_a": [[-0.121, -0.073, -0.101], [-0.033, 0.003, -0.169], [-0.215, 0.233, 0.105], [-0.072, -0.918, 0.198], [0.246, 0.258, -0.081], [0.749, 0.298, -0.542], [-0.902, 0.012, 0.304], [-0.124, -0.459, 0.342], [-0.169, 0.171, -0.285], [0.023, 0.547, -0.309], [-0.215, -0.625, 0.097], [-0.052, -0.171, 0.080], [-0.082, -0.096, 0.085], [0.036, 0.127, 0.090], [-0.077, 0.098, -0.115], [0.013, -0.164, -0.011], [0.273, -0.014, -0.083], [-0.084, 0.075, 0.222], [0.203, 0.301, 0.009], [0.027, 0.108, 0.224], [0.199, -0.012, -0.015], [0.007, -0.021, 0.129], [0.133, 0.168, -0.039], [-0.110, 0.043, -0.121], [0.230, 0.129, -0.025], [0.168, -0.009, 0.002], [-0.050, 0.021, -0.018], [0.046, -0.018, -0.017], [-0.046, -0.011, 0.044]],
  "homo_energy_ev": -4.2,
  "orbital_gap_ev": 6.606,
  "e_tot_ev": -31391.044,
  "e_lumo_ev": 2.429,
  "total_charge": -1
}

=====

# 3
{
  "formula": "C5H5N3",
  "method": "the ωB97M-V functional and the def2-TZVPD basis",
  "symbols": ["C", "C", "C", "C", "C", "N", "N", "N", "H", "H", "H", "H", "H"],
  "coordinates": [[3.05208, -0.00281, 0.03599], [1.26690, 0.97350, -0.04338], [-0.81526, 1.67112, 0.13944], [-1.33040, 0.48166, -0.01619], [-0.46357, -0.77867, -0.07965], [2.53087, 1.23987, -0.03355], [2.17036, -0.95503, 0.05490], [0.98509, -0.33099, -0.02576], [4.06971, -0.07521, 0.07293], [-1.09386, 2.65604, 0.02875], [-2.45995, 0.20259, -0.17397], [-0.57390, -1.36994, 0.81180], [-0.61098, -1.18874, -0.99762]],
  "forces_ev_per_a": [[-1.848, 0.911, -0.163], [-4.556, 1.787, 0.381], [4.514, -3.263, -0.984], [-1.759, -1.323, -0.157], [2.648, 2.636, 2.593], [-0.664, 1.205, 0.204], [-0.205, -2.773, -0.166], [-0.927, 1.698, -0.010], [2.372, -0.947, 0.109], [-0.483, 1.827, 0.084], [2.098, 0.958, 0.503], [-0.596, -0.760, -0.085], [-0.592, -1.955, -2.310]],
  "homo_energy_ev": -9.8,
  "orbital_gap_ev": 10.149,
  "e_tot_ev": -9731.713,
  "e_lumo_ev": 0.368,
  "de_lowest_kcal_mol": 87.1,
  "total_charge": 0
}

=====

# 4
{
  "formula": "C20H24N2O",
  "method": "the ωB97M-V functional and the def2-TZVPD basis",
  "symbols": ["O", "C", "C", "C", "C", "C", "C", "C", "C", "C", "C", "C", "C", "C", "N", "N", "C", "C", "C", "C", "C", "C", "C", "H", "H", "H", "H", "H", "H", "H", "H", "H", "H", "H", "H", "H", "H", "H", "H", "H", "H", "H", "H", "H", "H", "H", "H"],
  "coordinates": [[0.98132, 0.25663, -1.66771], [1.31395, 0.49344, -0.51067], [-4.94405, -0.85704, -2.66252], [-2.10529, -2.03379, 4.10744], [-1.14223, -2.80083, 3.41289], [-4.33555, 0.38330, -2.83398], [-4.56508, -1.68071, -1.60280], [-2.57263, -0.83950, 3.52158], [-0.62481, -2.39060, 2.17932], [-3.32586, 0.78465, -1.94516], [-3.57948, -1.25420, -0.70747], [-2.11080, -0.46914, 2.25881], [-1.11666, -1.19860, 1.63271], [-2.93924, -0.05401, -0.90889], [4.94465, 1.61758, -1.07346], [0.50736, 0.12865, 0.54427], [5.72192, 1.08355, 0.04947], [5.75719, 1.88251, -2.29959], [2.62973, 1.22609, -0.21587], [-2.52707, 0.71777, 1.46019], [3.62662, 1.01254, -1.35663], [-0.75732, -0.53850, 0.36194], [-1.88615, 0.48325, 0.08827], [-5.61896, -1.24898, -3.39185], [-2.44655, -2.30400, 5.09261], [-0.73673, -3.70241, 3.88219], [-4.63908, 0.99299, -3.66960], [-4.99878, -2.66228, -1.46320], [-3.33167, -0.24075, 3.98759], [0.12624, -2.96898, 1.68522], [-2.88605, 1.77188, -2.06882], [-3.26118, -1.91913, 0.08407], [0.70794, 0.51321, 1.45379], [6.56505, 0.52657, -0.31155], [5.16024, 0.42822, 0.69419], [6.06988, 1.93688, 0.63697], [5.20638, 2.37229, -3.07924], [6.11340, 0.89854, -2.70316], [6.63838, 2.51211, -2.06690], [2.41477, 2.27305, -0.06063], [3.02066, 0.88639, 0.74404], [-2.18623, 1.63553, 1.91075], [-3.62120, 0.79806, 1.36367], [3.76341, -0.04421, -1.52740], [3.20987, 1.46037, -2.27475], [-0.76815, -1.26003, -0.46618], [-1.45216, 1.39166, -0.28394]],
  "forces_ev_per_a": [[0.153, -0.027, 0.695], [-0.452, 0.055, -0.701], [0.713, -0.266, 0.418], [0.520, 0.832, -1.196], [0.044, 0.153, 0.427], [0.321, -0.379, 0.540], [0.359, 0.421, 0.211], [0.302, -1.078, -0.238], [-0.941, 0.788, 0.721], [-0.893, -0.045, -0.747], [-0.342, -0.841, -0.618], [0.001, -0.326, 1.187], [-0.507, -0.792, 0.607], [0.934, 1.591, 0.792], [-0.498, 1.036, -0.865], [1.395, 0.226, -0.652], [-0.430, 1.002, -0.769], [0.362, -1.424, 1.437], [-0.354, -0.718, 0.242], [-0.790, 0.024, -0.189], [0.829, 0.736, 0.225], [-0.182, 0.070, -1.059], [-0.853, -0.960, -0.341], [-0.542, 0.049, -0.300], [-0.050, -0.245, 0.073], [-0.259, 0.249, -0.196], [0.076, 0.237, -0.045], [-0.121, 0.035, -0.101], [-0.212, 0.131, 0.353], [0.340, -0.232, -0.260], [0.130, -0.244, 0.060], [-0.068, 0.014, 0.159], [0.058, -0.195, 0.051], [0.700, -0.439, -0.163], [-0.434, -0.167, 0.134], [0.216, -0.228, 0.177], [-0.572, 0.273, -0.146], [0.049, 0.634, 0.020], [-0.461, -0.385, 0.056], [-0.071, 0.496, -0.200], [0.124, -0.166, -0.009], [0.193, 0.447, 0.266], [0.302, -0.020, 0.143], [-0.268, -0.739, -0.221], [0.277, -0.232, 0.395], [0.765, 0.296, 0.073], [0.139, 0.356, -0.447]],
  "homo_energy_ev": -8.1,
  "orbital_gap_ev": 8.774,
  "e_tot_ev": -26157.329,
  "e_lumo_ev": 0.711,
  "de_lowest_kcal_mol": 24.0,
  "total_charge": 0
}

=====

# 5
{
  "formula": "C34H37FN8O4SSr",
  "method": "the ωB97M-V functional and the def2-TZVPD basis",
  "symbols": ["Sr", "C", "C", "C", "C", "C", "H", "H", "H", "H", "H", "C", "C", "N", "C", "C", "C", "O", "O", "C", "O", "C", "C", "C", "F", "C", "C", "C", "N", "C", "C", "N", "C", "C", "H", "H", "H", "H", "H", "H", "H", "H", "H", "H", "H", "H", "H", "H", "H", "H", "H", "H", "O", "C", "C", "C", "C", "C", "C", "C", "N", "C", "C", "N", "H", "H", "H", "H", "H", "H", "H", "C", "C", "C", "N", "N", "C", "N", "S", "H", "H", "H", "H", "H", "H", "H"],
  "coordinates": [[2.57851, 0.37709, -1.72382], [4.46536, -2.09714, -1.67584], [5.47163, -1.20691, -1.25796], [5.69885, -0.29144, -2.29433], [4.82257, -0.60373, -3.36062], [4.06358, -1.72828, -2.98145], [4.06844, -2.92860, -1.10682], [5.97444, -1.22051, -0.30067], [6.40398, 0.52831, -2.27548], [4.74258, -0.08542, -4.30743], [3.28600, -2.19437, -3.57271], [-5.28622, -1.62417, -1.93122], [-4.25646, -2.59802, -2.48616], [-2.90462, -2.30400, -2.02412], [-2.11783, -1.48757, -2.78343], [-0.85809, -1.07747, -2.50102], [-0.26150, -0.10082, -3.54691], [-1.09595, 0.46448, -4.25894], [0.98814, -0.00509, -3.56070], [-0.24798, -1.53397, -1.27934], [0.88318, -1.30887, -0.84761], [-1.14728, -2.33849, -0.41351], [-0.66065, -2.72896, 0.83128], [-1.46315, -3.42890, 1.68416], [-0.98024, -3.76758, 2.91874], [-2.76728, -3.79241, 1.35268], [-3.24177, -3.43758, 0.10168], [-2.45024, -2.69760, -0.78664], [-3.65635, -4.47168, 2.23667], [-3.21121, -5.49322, 3.15306], [-2.97157, -4.99466, 4.57791], [-4.18344, -4.21802, 5.03489], [-4.53621, -3.10826, 4.07744], [-4.80384, -3.74211, 2.71702], [-6.28219, -1.86795, -2.30214], [-5.04460, -0.60672, -2.23835], [-5.30904, -1.64850, -0.84044], [-4.23797, -2.54626, -3.57322], [-4.50077, -3.63069, -2.23339], [-2.56370, -1.11676, -3.69865], [0.34684, -2.43854, 1.10076], [-4.24110, -3.74894, -0.16879], [-2.29948, -5.96031, 2.78684], [-3.97912, -6.27885, 3.19247], [-2.13476, -4.30695, 4.63179], [-2.82604, -5.81670, 5.27713], [-4.01319, -3.83894, 5.96645], [-4.98391, -4.85034, 5.11049], [-3.67829, -2.43734, 4.04008], [-5.40143, -2.58412, 4.48037], [-5.07459, -2.96238, 2.00899], [-5.66793, -4.41591, 2.80355], [3.93411, 1.61236, -0.11144], [4.35590, 2.78314, 0.19277], [5.33391, 2.93029, 1.22058], [5.77467, 4.15396, 1.66098], [5.27043, 5.32641, 1.09746], [4.34574, 5.22122, 0.07948], [3.87816, 3.99304, -0.41045], [2.92054, 3.99886, -1.52105], [2.26526, 2.99813, -2.08959], [1.48821, 3.53104, -3.09154], [1.67053, 4.87403, -3.14807], [2.57004, 5.16265, -2.14963], [5.72426, 2.00938, 1.63906], [6.51877, 4.20367, 2.44808], [5.59905, 6.29816, 1.44048], [3.97025, 6.15219, -0.33039], [0.85891, 2.90202, -3.70231], [1.25883, 5.63248, -3.78956], [2.96173, 6.06510, -1.95865], [-1.02883, 5.28914, -0.74095], [-1.58544, 4.21887, 0.19830], [-0.51905, 3.27512, 0.65133], [-0.25586, 2.16156, 0.06724], [0.82820, 1.51332, 0.57590], [1.38141, 2.13893, 1.57079], [2.45556, 1.65613, 2.27232], [0.56160, 3.62159, 1.97546], [-1.82218, 5.94766, -1.09659], [-0.54965, 4.82171, -1.60159], [-0.27999, 5.90037, -0.23347], [-2.34168, 3.62142, -0.31226], [-2.06037, 4.68302, 1.06586], [3.10907, 1.22552, 1.60537], [2.95379, 2.37971, 2.77330]],
  "forces_ev_per_a": [[0.878, -0.252, 0.111], [-0.370, -0.028, -0.083], [-0.076, 0.030, 0.047], [-0.204, 0.225, -0.170], [0.006, 0.117, 0.047], [-0.119, -0.101, 0.116], [0.028, -0.010, 0.005], [0.003, 0.008, -0.004], [-0.003, -0.002, 0.010], [0.091, -0.005, -0.017], [0.066, -0.077, -0.023], [-0.007, -0.002, 0.006], [-0.035, -0.006, 0.016], [0.052, 0.035, -0.036], [-0.019, -0.040, 0.038], [-0.120, 0.126, -0.187], [-0.157, -0.110, 0.154], [0.065, 0.021, -0.110], [0.066, 0.197, 0.203], [-0.004, -0.067, 0.264], [-0.055, 0.127, -0.405], [-0.039, -0.118, 0.095], [-0.020, 0.003, -0.041], [0.089, -0.004, 0.113], [-0.058, 0.006, -0.010], [-0.106, -0.052, -0.092], [0.016, -0.017, 0.014], [0.032, 0.035, -0.018], [0.008, 0.022, 0.047], [-0.007, -0.043, -0.004], [0.011, 0.000, -0.065], [0.009, 0.017, 0.056], [-0.001, 0.004, -0.046], [0.005, 0.017, 0.028], [0.000, -0.007, -0.003], [0.002, 0.001, 0.001], [0.001, 0.002, 0.001], [0.012, 0.013, 0.002], [-0.001, 0.002, 0.003], [0.009, 0.005, -0.005], [0.002, -0.005, 0.024], [-0.002, 0.002, 0.010], [0.009, 0.040, 0.020], [0.004, -0.011, -0.012], [0.039, 0.015, -0.016], [-0.011, -0.001, 0.000], [-0.019, -0.017, -0.021], [0.018, 0.009, 0.005], [0.000, -0.002, 0.001], [-0.005, -0.007, 0.005], [0.017, 0.013, 0.010], [-0.003, -0.009, -0.005], [-0.158, 0.083, -0.021], [-0.021, 0.122, -0.069], [-0.043, -0.025, -0.027], [0.018, -0.069, 0.025], [-0.007, 0.069, -0.010], [0.005, -0.037, 0.015], [0.115, -0.013, 0.156], [-0.191, 0.174, -0.192], [0.154, -0.192, 0.233], [0.001, -0.041, -0.072], [-0.002, -0.009, -0.061], [0.065, -0.051, 0.067], [0.005, 0.003, 0.001], [0.000, 0.012, -0.002], [-0.002, 0.001, -0.002], [-0.025, -0.011, -0.028], [0.009, -0.016, 0.002], [0.001, 0.005, 0.000], [-0.018, -0.002, -0.021], [0.034, -0.008, 0.000], [-0.044, -0.006, 0.071], [-0.046, 0.014, 0.099], [-0.101, 0.100, -0.182], [0.335, -0.265, 0.007], [-0.255, 0.060, 0.124], [0.101, 0.083, -0.087], [0.092, -0.021, -0.150], [-0.015, -0.005, 0.011], [-0.022, 0.010, 0.027], [0.003, 0.000, 0.002], [0.013, 0.003, -0.032], [-0.020, 0.007, 0.000], [-0.045, -0.067, 0.020], [-0.039, -0.008, 0.017]],
  "homo_energy_ev": -5.1,
  "orbital_gap_ev": 3.256,
  "e_tot_ev": -70359.230,
  "e_lumo_ev": -1.873,
  "de_lowest_kcal_mol": 15.2,
  "total_charge": 0
}

=====

# 6
{
  "formula": "C3H4N2O3",
  "method": "the ωB97M-V functional and the def2-TZVPD basis",
  "symbols": ["C", "C", "C", "H", "H", "H", "H", "N", "N", "O", "O", "O"],
  "coordinates": [[-0.11417, -0.27832, -0.72901], [-1.29978, 0.37202, -0.82997], [-0.49514, 1.09575, 1.04207], [2.37018, -0.21334, -1.21987], [0.39956, -2.92586, -1.00756], [-2.15298, 0.20231, -1.61591], [0.60496, -0.08764, 1.99469], [0.49478, -1.15120, -1.41295], [0.53031, 0.62932, 0.17926], [-1.70309, 1.10243, 0.40696], [-0.07380, 1.27779, 2.20887], [1.43916, -0.02327, 0.98342]],
  "forces_ev_per_a": [[-1.813, 4.311, 1.781], [-4.519, -1.450, -1.628], [1.960, 1.003, 0.567], [-2.685, -1.736, 0.041], [0.370, 3.836, -0.224], [1.737, 0.486, 2.061], [3.684, 0.668, -2.414], [3.492, -4.238, -2.804], [0.018, -1.602, 2.039], [2.940, -0.607, -0.915], [-3.449, -0.372, -1.554], [-1.734, -0.299, 3.052]],
  "homo_energy_ev": -8.8,
  "orbital_gap_ev": 6.184,
  "e_tot_ev": -12284.759,
  "e_lumo_ev": -2.608,
  "de_lowest_kcal_mol": 328.3,
  "total_charge": 0
}